Entry from the Open Molecules 2025 dataset: a structure of composition C25H28N3O6PtS3 (ωB97M-V/def2-TZVPD).

Positions of all 66 atoms, in Å:
Pt  -0.682  -1.445  -0.341
N  -0.106  -3.146  2.128
N  0.422  -4.285  1.516
C  0.481  -4.488  0.207
N  1.031  -5.655  -0.182
S  -0.042  -3.482  -1.071
H  0.632  -2.439  2.173
H  -0.446  -3.417  3.041
H  0.892  -4.957  2.106
H  1.553  -6.231  0.457
H  1.175  -5.809  -1.164
O  -2.600  -2.228  -0.111
S  -3.974  -1.579  0.049
C  -3.934  -0.006  -0.892
C  -3.952  1.312  -0.120
C  -3.160  2.424  -0.843
C  -1.988  2.959  -0.021
S  -0.569  1.826  0.038
O  -1.310  0.488  0.148
C  0.037  2.039  -1.621
C  -0.319  1.205  -2.665
C  0.223  1.436  -3.921
C  1.100  2.494  -4.119
C  1.456  3.319  -3.059
C  0.936  3.083  -1.796
C  -4.091  -1.004  1.725
C  -5.351  -0.652  2.188
C  -5.482  -0.182  3.486
C  -4.363  -0.086  4.303
C  -3.114  -0.466  3.831
C  -2.967  -0.932  2.532
H  -4.755  -0.080  -1.605
H  -3.001  -0.129  -1.443
H  -3.514  1.155  0.862
H  -4.982  1.627  0.050
H  -3.812  3.267  -1.072
H  -2.785  2.074  -1.807
H  -2.269  3.119  1.021
H  -1.583  3.894  -0.412
H  -0.972  0.359  -2.495
H  -0.037  0.784  -4.743
H  1.520  2.669  -5.100
H  2.154  4.131  -3.209
H  1.242  3.695  -0.955
H  -6.221  -0.748  1.548
H  -6.457  0.097  3.862
H  -4.469  0.275  5.317
H  -2.249  -0.399  4.477
H  -2.005  -1.244  2.148
O  2.081  -1.731  1.159
C  2.131  -0.965  0.203
O  1.125  -0.672  -0.577
C  3.399  -0.276  -0.177
C  3.483  0.482  -1.337
C  4.666  1.135  -1.694
C  5.732  0.990  -0.842
O  6.981  1.514  -0.965
C  7.712  1.088  0.189
O  6.856  0.248  0.962
C  5.652  0.228  0.315
C  4.505  -0.420  0.678
H  2.618  0.553  -1.980
H  4.745  1.720  -2.600
H  7.995  1.962  0.779
H  8.588  0.522  -0.129
H  4.433  -1.017  1.575

Output
F_max ... 0.007 Eh/bohr
E_HOMO ... -10.0 eV
Energy above the lowest of the compared OMol25 structures with the same formula, charge and spin ... 6.9 kcal per mole
Orbital gap ... 0.29260 hartree
Total charge ... +1
E ... -2898.81871 a.u.

---

Entry from the Open Molecules 2025 dataset: the molecule C25H28N4O3 (ωB97M-V/def2-TZVPD).

Positions of all 60 atoms, in Å:
C  -5.584  -2.580  -2.097
N  -4.655  -2.050  -1.141
C  -3.445  -2.587  -0.813
C  -2.805  -1.819  0.127
C  -3.704  -0.744  0.434
C  -3.699  0.300  1.363
C  -4.769  1.167  1.392
C  -5.859  1.008  0.532
C  -5.918  -0.042  -0.358
C  -4.842  -0.921  -0.394
H  -6.776  -0.183  -0.998
H  -6.677  1.711  0.583
H  -4.775  1.981  2.101
H  -2.893  0.408  2.074
C  -1.480  -2.083  0.663
C  -0.522  -1.169  0.869
N  -0.685  0.179  0.570
C  0.335  1.072  0.478
O  1.505  0.741  0.582
C  -0.073  2.484  0.242
C  -1.300  2.861  -0.301
C  -1.594  4.201  -0.479
C  -0.677  5.175  -0.121
C  0.550  4.808  0.407
C  0.850  3.471  0.582
H  1.801  3.163  0.990
H  1.271  5.563  0.680
H  -0.917  6.219  -0.260
H  -2.547  4.485  -0.901
H  -2.029  2.126  -0.612
H  -1.631  0.486  0.395
C  0.774  -1.545  1.551
O  0.943  -1.326  2.730
N  1.626  -2.249  0.772
C  2.951  -2.587  1.247
H  2.837  -2.809  2.309
H  3.303  -3.477  0.722
C  3.969  -1.445  1.080
N  4.788  -1.621  -0.112
C  6.020  -0.848  -0.094
C  5.785  0.641  -0.379
O  5.136  0.821  -1.621
C  3.902  0.130  -1.648
C  4.108  -1.366  -1.374
H  3.151  -1.885  -1.389
H  4.740  -1.785  -2.165
H  3.492  0.286  -2.648
H  3.213  0.559  -0.906
H  6.733  1.178  -0.452
H  5.180  1.086  0.426
H  6.512  -0.973  0.872
H  6.670  -1.257  -0.874
H  3.417  -0.498  1.109
H  4.650  -1.465  1.933
H  1.471  -2.234  -0.224
H  -1.247  -3.116  0.880
H  -3.098  -3.483  -1.292
H  -5.174  -3.488  -2.534
H  -6.536  -2.818  -1.615
H  -5.770  -1.856  -2.895

Output
SMILES string ... Cn1cc(/C=C(\NC(=O)c2ccccc2)C(=O)NCCN2CCOCC2)c2ccccc21
F_max ... 0.010 Eh/bohr
E_HOMO ... -7.8 eV
Energy above the lowest of the compared OMol25 structures with the same formula, charge and spin ... 23.0 kcal per mole
Orbital gap ... 0.30249 hartree
Total charge ... 0
E ... -1414.21321 a.u.

---

Entry from the Open Molecules 2025 dataset: the molecule C25H28N4O3S (ωB97M-V/def2-TZVPD).

Positions of all 61 atoms, in Å:
C  -5.677  -3.325  2.177
C  -5.560  -2.254  1.138
C  -6.368  -1.125  1.171
C  -6.236  -0.123  0.228
C  -5.286  -0.234  -0.784
C  -4.500  -1.386  -0.842
C  -4.628  -2.374  0.110
H  -4.000  -3.251  0.062
H  -3.780  -1.479  -1.640
C  -5.058  0.810  -1.807
O  -4.655  0.566  -2.921
C  -5.515  2.237  -1.488
H  -6.601  2.304  -1.578
H  -5.053  2.914  -2.207
S  -5.118  2.816  0.186
C  -3.551  2.069  0.337
N  -3.093  1.433  -0.678
C  -1.894  0.786  -0.561
C  -1.391  0.092  -1.666
C  -0.196  -0.581  -1.565
C  0.522  -0.592  -0.362
C  0.026  0.085  0.738
C  -1.172  0.792  0.648
C  -1.688  1.541  1.793
O  -1.173  1.658  2.879
N  -2.911  2.172  1.530
H  -3.327  2.700  2.288
H  0.565  0.074  1.672
C  1.805  -1.343  -0.213
O  2.088  -1.950  0.800
N  2.599  -1.319  -1.312
H  2.396  -0.644  -2.033
C  3.957  -1.804  -1.263
H  4.051  -2.368  -0.333
H  4.138  -2.482  -2.103
C  4.967  -0.648  -1.319
N  4.566  0.438  -0.446
C  5.172  1.715  -0.770
C  6.646  1.820  -0.359
C  6.778  1.551  1.138
C  6.145  0.203  1.478
C  4.697  0.167  0.978
H  4.237  -0.794  1.204
H  4.120  0.940  1.498
H  6.719  -0.600  1.012
H  6.158  0.039  2.556
H  7.829  1.564  1.434
H  6.262  2.340  1.691
H  7.235  1.091  -0.920
H  7.022  2.815  -0.602
H  5.064  1.893  -1.844
H  4.599  2.484  -0.242
H  5.967  -1.056  -1.102
H  4.985  -0.250  -2.339
H  0.177  -1.133  -2.415
H  -1.965  0.102  -2.579
H  -6.893  0.732  0.278
H  -7.112  -1.024  1.949
H  -4.764  -3.370  2.770
H  -6.514  -3.135  2.844
H  -5.814  -4.297  1.706

Output
SMILES string ... Cc1ccc(C(=O)CSc2nc3ccc(C(=O)NCCN4CCCCC4)cc3c(=O)[nH]2)cc1
F_max ... 0.015 Eh/bohr
E_HOMO ... -8.3 eV
Energy above the lowest of the compared OMol25 structures with the same formula, charge and spin ... 12.8 kcal per mole
Orbital gap ... 0.31213 hartree
Total charge ... 0
E ... -1812.45626 a.u.

---

Entry from the Open Molecules 2025 dataset: the molecule C25H28N4O5S (ωB97M-V/def2-TZVPD).

Positions of all 63 atoms, in Å:
C  7.721  3.231  0.586
H  8.752  3.469  0.843
O  7.635  1.828  0.617
C  6.444  1.244  0.299
C  6.425  -0.151  0.319
C  5.275  -0.838  0.002
C  4.110  -0.154  -0.346
C  4.121  1.234  -0.336
C  5.278  1.927  -0.025
H  5.249  3.004  -0.037
H  3.228  1.783  -0.580
N  2.964  -0.912  -0.621
C  1.952  -0.647  -1.496
N  0.932  -1.540  -1.512
C  0.739  -2.545  -0.486
H  -0.150  -3.112  -0.763
H  1.585  -3.247  -0.473
C  0.542  -1.946  0.917
N  -0.839  -1.576  1.171
C  -0.935  -0.488  2.132
C  -2.401  -0.121  2.356
O  -3.140  -1.224  2.822
C  -3.064  -2.286  1.900
C  -1.621  -2.711  1.638
H  -1.615  -3.489  0.873
H  -1.194  -3.125  2.570
H  -3.629  -3.111  2.336
H  -3.527  -1.983  0.952
H  -2.488  0.652  3.121
H  -2.830  0.247  1.412
H  -0.406  0.380  1.733
H  -0.486  -0.767  3.102
H  1.153  -1.045  1.006
H  0.902  -2.670  1.670
C  -0.094  -1.461  -2.533
C  -1.391  -0.911  -2.011
C  -1.559  0.401  -1.723
C  -2.800  0.916  -1.252
C  -3.883  0.021  -1.138
N  -3.676  -1.296  -1.444
C  -2.474  -1.861  -1.816
O  -2.389  -3.071  -1.960
H  -4.454  -1.939  -1.352
C  -5.147  0.452  -0.702
C  -5.276  1.777  -0.387
C  -4.199  2.676  -0.493
C  -2.967  2.276  -0.921
H  -2.145  2.965  -1.007
O  -4.621  3.921  -0.109
C  -5.981  3.785  0.236
O  -6.377  2.441  0.057
H  -6.127  4.073  1.289
H  -6.594  4.437  -0.407
H  -5.975  -0.232  -0.614
H  -0.736  1.087  -1.861
H  -0.272  -2.468  -2.922
H  0.286  -0.819  -3.331
S  1.979  0.664  -2.512
H  3.035  -1.869  -0.302
H  5.277  -1.919  0.019
H  7.329  -0.675  0.584
H  7.051  3.692  1.320
H  7.496  3.626  -0.410

Output
SMILES string ... COc1ccc(NC(=S)N(CCN2CCOCC2)Cc2cc3cc4c(cc3[nH]c2=O)OCO4)cc1
F_max ... 0.025 Eh/bohr
E_HOMO ... -7.7 eV
Energy above the lowest of the compared OMol25 structures with the same formula, charge and spin ... 48.3 kcal per mole
Orbital gap ... 0.29624 hartree
Total charge ... 0
E ... -1962.86880 a.u.

---

Entry from the Open Molecules 2025 dataset: a structure of composition C25H28N6O2PtS3 (ωB97M-V/def2-TZVPD).

Positions of all 65 atoms, in Å:
Pt  0.571  0.642  0.184
C  0.911  -2.335  3.354
C  1.297  -1.342  2.298
N  0.368  -0.712  1.653
N  -0.943  -0.983  2.056
C  -1.739  0.018  1.929
S  -1.275  1.533  1.187
S  -3.274  -0.182  2.723
C  -4.467  0.808  1.755
C  -4.896  0.130  0.485
C  -4.340  0.490  -0.738
C  -4.725  -0.162  -1.906
C  -5.664  -1.183  -1.856
C  -6.227  -1.544  -0.637
C  -5.847  -0.890  0.525
C  2.704  -1.021  2.115
C  3.680  -1.994  2.316
C  5.024  -1.674  2.308
C  5.424  -0.345  2.137
C  4.486  0.634  1.914
C  3.098  0.335  1.874
O  2.258  1.296  1.666
H  0.216  -1.878  4.055
H  1.780  -2.687  3.897
H  0.379  -3.175  2.903
H  -4.084  1.813  1.589
H  -5.300  0.885  2.455
H  -3.613  1.292  -0.779
H  -4.298  0.135  -2.855
H  -5.973  -1.682  -2.765
H  -6.975  -2.325  -0.594
H  -6.297  -1.167  1.471
H  3.395  -3.023  2.494
H  5.761  -2.449  2.466
H  6.475  -0.092  2.174
H  4.761  1.673  1.784
C  4.568  -0.245  -1.333
C  3.113  0.036  -1.530
O  2.273  -0.371  -0.690
N  2.770  0.701  -2.629
C  1.403  0.986  -3.040
C  0.879  2.259  -2.423
C  0.605  3.365  -3.205
C  0.267  4.569  -2.605
C  0.264  4.646  -1.223
C  0.516  3.500  -0.497
N  0.777  2.317  -1.080
H  4.685  -1.127  -0.708
H  5.016  0.602  -0.811
H  5.085  -0.388  -2.280
H  3.518  1.051  -3.209
H  0.783  0.130  -2.790
H  1.406  1.090  -4.123
H  0.679  3.284  -4.281
H  0.037  5.437  -3.209
H  0.058  5.570  -0.703
H  0.519  3.514  0.585
N  -2.644  -2.382  -0.364
C  -1.378  -2.114  -0.597
N  -0.428  -3.001  -0.335
S  -0.995  -0.587  -1.335
H  -2.959  -3.285  -0.039
H  -3.344  -1.670  -0.553
H  -0.638  -3.928  0.004
H  0.514  -2.799  -0.629

Output
F_max ... 0.056 Eh/bohr
E_HOMO (spin up / spin down) ... -13.2 / -13.0 eV
Energy above the lowest of the compared OMol25 structures with the same formula, charge and spin ... 28.5 kcal per mole
Orbital gap (spin up / spin down) ... 0.19979 / 0.19203 hartree
Total charge ... +2
E ... -2761.89227 a.u.

---

Entry from the Open Molecules 2025 dataset: the molecule C25H28N6O3 (ωB97M-V/def2-TZVPD).

Positions of all 62 atoms, in Å:
O  -1.519  -1.867  -1.836
C  -0.539  -1.209  -2.105
N  -0.299  0.069  -1.718
C  -1.110  0.935  -0.979
C  -0.613  2.192  -0.681
C  -1.391  3.102  0.031
C  -2.684  2.750  0.453
C  -3.171  1.474  0.149
C  -2.400  0.581  -0.556
H  -2.778  -0.400  -0.791
H  -4.163  1.211  0.477
N  -3.466  3.630  1.147
C  -3.009  4.801  1.412
N  -1.767  5.243  1.049
C  -0.877  4.430  0.338
O  0.225  4.836  0.023
C  -1.314  6.586  1.361
C  -2.073  7.662  0.586
C  -3.399  8.051  1.233
C  -4.402  6.903  1.297
H  -5.334  7.282  1.721
H  -4.622  6.544  0.289
C  -3.924  5.726  2.156
H  -4.782  5.122  2.452
H  -3.438  6.101  3.059
H  -3.840  8.873  0.665
H  -3.209  8.418  2.245
H  -1.440  8.549  0.526
H  -2.244  7.309  -0.433
H  -1.392  6.761  2.438
H  -0.258  6.607  1.078
H  0.378  2.494  -0.991
H  0.618  0.440  -1.943
C  0.621  -1.764  -2.929
C  1.845  -1.814  -2.026
O  2.628  -0.878  -2.009
N  1.983  -2.882  -1.217
C  1.109  -4.030  -1.109
H  0.171  -3.871  -1.635
H  0.878  -4.181  -0.048
C  1.844  -5.272  -1.630
N  3.081  -5.461  -0.901
C  3.097  -6.332  0.158
N  2.000  -7.078  0.314
C  1.968  -7.991  1.268
C  3.011  -8.227  2.141
C  4.158  -7.456  1.988
C  4.214  -6.502  0.995
H  5.109  -5.916  0.871
H  5.007  -7.603  2.640
H  2.938  -8.980  2.909
H  1.045  -8.554  1.327
C  3.939  -4.304  -0.997
H  4.865  -4.453  -0.446
H  4.189  -4.152  -2.053
C  3.214  -3.055  -0.473
H  3.825  -2.161  -0.612
H  2.980  -3.179  0.590
H  1.230  -6.161  -1.493
H  2.087  -5.143  -2.690
H  0.848  -1.075  -3.744
H  0.351  -2.733  -3.341

Output
SMILES string ... O=C(CC(=O)N1CCN(c2ccccn2)CC1)Nc1ccc2nc3n(c(=O)c2c1)CCCCC3
F_max ... 0.016 Eh/bohr
E_HOMO ... -8.0 eV
Energy above the lowest of the compared OMol25 structures with the same formula, charge and spin ... 0.0 kcal per mole
Orbital gap ... 0.31851 hartree
Total charge ... 0
E ... -1523.82202 a.u.